Entry from OMol25: 2 unconnected molecules or ions with the total composition C9H16N4 in a non-equilibrium geometry (wB97M-V/def2-TZVPD).

The calculation puts the energy relative to the best compared isomer or geometry (same formula, charge and spin) at 0.6122 eV. The HOMO energy (spin up / spin down) is -13.620 / -13.618 eV. The calculation puts the largest force on an atom at 3.03 eV Å⁻¹. The value obtained for the orbital gap (spin up / spin down) is 5.582 / 5.580 eV. The total energy comes out at -570.854535 Ha. Its spin multiplicity is 1. Its net charge is +2.

```
29
Properties=species:S:1:pos:R:3:lowdin_charge:R:1
C -1.200 -0.657 1.581 -0.013
C -0.776 -1.320 -0.691 0.002
C -0.172 0.263 1.516 0.015
C 0.278 -0.439 -0.758 0.030
C -1.533 -1.439 0.478 -0.211
C 0.584 0.392 0.337 -0.239
C 2.110 1.691 -2.886 -0.059
C 0.876 3.239 1.222 0.008
C -2.707 -2.379 0.539 -0.088
N 3.182 1.411 -3.512 0.007
N 1.685 1.176 0.207 0.184
N -2.347 -3.679 1.204 0.216
N 1.837 2.342 0.650 0.044
H -1.763 -0.742 2.498 0.130
H -1.024 -1.915 -1.557 0.130
H 0.084 0.826 2.401 0.127
H 0.858 -0.320 -1.661 0.093
H 1.397 2.332 -3.410 0.016
H 1.048 3.349 2.296 0.120
H 0.998 4.225 0.773 0.118
H -0.138 2.878 1.051 0.104
H -3.521 -1.927 1.111 0.148
H -3.067 -2.601 -0.467 0.145
H 3.428 1.733 -4.455 0.125
H -2.001 -3.511 2.161 0.182
H -1.609 -4.165 0.675 0.186
H -3.171 -4.294 1.262 0.187
H 3.885 0.815 -3.081 0.103
H 2.779 2.716 0.517 0.191
```